26
Properties=species:S:1:pos:R:3 method="wB97M-V/def2-TZVPD" fmax_ev_per_a=1.91 de_lowest_ev=0.648 mol_weight_g_mol=461.47
C 0.00 -1.65 -2.44
C 1.11 -2.43 -2.02
C 0.71 -3.15 -0.86
C -0.70 -3.02 -0.71
C -1.13 -2.01 -1.62
Tl 0.55 1.75 0.12
P -1.11 3.98 -0.56
H -0.01 -0.92 -3.26
H 2.10 -2.42 -2.47
H 1.36 -3.79 -0.25
H -2.13 -1.59 -1.70
H -1.33 -3.56 0.01
H -2.45 3.55 -0.85
H -0.80 4.64 -1.80
H -1.37 5.12 0.29
Br 2.48 2.84 5.65
C 1.37 1.65 4.65
C 0.35 0.94 5.29
C -0.49 0.11 4.54
C -0.28 0.03 3.16
N 0.69 0.74 2.56
C 1.54 1.50 3.28
H 0.24 1.04 6.37
H -1.30 -0.45 5.00
H -0.89 -0.62 2.52
H 2.35 2.00 2.74